one) The following is a DFT calculation (ωB97M-V with the def2-TZVPD basis set) of one molecule with the formula C4H7N2P.

CARTESIAN COORDINATES (ANGSTROEM)
C1 -2.0198 -0.8397 0.1900
C2 -0.4967 -0.7950 0.2170
C3 0.2878 -1.8693 0.1011
P1 2.1620 -1.2225 -0.2499
N1 1.4075 0.2426 -0.0801
C4 2.1567 1.4787 0.0865
N2 0.1246 0.4024 0.0420
H1 -2.5256 -0.0015 0.7716
H2 -2.5202 -1.8142 0.3489
H3 -2.2712 -0.6436 -0.9417
H4 0.0051 -2.8676 0.3257
H5 1.5212 1.9654 0.8087
H6 3.0775 1.2242 0.7067
H7 2.4112 1.9916 -0.9352

SMILES: Cc1cpn(C)n1
Gap between HOMO and LUMO: 0.3206 Ha
Spin multiplicity: 1
HOMO: -8.368 eV

***

two) The following is a DFT calculation (ωB97M-V with the def2-TZVPD basis set) of one molecule with the formula C4H7N2P.

CARTESIAN COORDINATES (ANGSTROEM)
C1 1.1323 1.0857 -0.1031
C2 -0.0854 1.6929 -0.2152
C3 -1.4987 -0.7684 -1.4070
C4 0.8690 -0.2216 0.3451
N1 1.7174 -1.2220 0.2775
N2 -1.8388 -0.2516 1.2292
P1 -0.8933 0.0528 -0.0857
H1 2.0215 1.6304 -0.3252
H2 -0.4623 2.5090 -0.8892
H3 -0.8376 -0.6838 -2.2966
H4 2.4623 -1.1413 -0.3983
H5 1.5433 -1.9935 0.9099
H6 -2.6561 -0.6734 0.8417
H7 -1.4738 -0.0152 2.1170

Gap between HOMO and LUMO (spin up / spin down): 0.2851 / 0.2608 Ha
Spin multiplicity: 1
HOMO (spin up / spin down): -7.812 / -7.090 eV

***

three) The following is a DFT calculation (ωB97M-V with the def2-TZVPD basis set) of one molecule with the formula C4H7N2P.

CARTESIAN COORDINATES (ANGSTROEM)
C1 -1.3917 -1.3583 0.0497
C2 -2.6060 -0.7356 -0.2233
C3 0.0048 0.3840 0.5686
C4 2.2864 0.4926 -0.4432
N1 -0.2159 -0.8240 0.1688
N2 1.1422 0.9919 0.2905
P1 -2.8036 0.9400 -0.0868
H1 -1.3069 -2.5093 0.0177
H2 -3.4619 -1.5438 -0.2616
H3 2.1415 -0.6853 -0.6151
H4 2.5075 1.0549 -1.4015
H5 3.1626 0.8140 0.2245
H6 1.1549 1.9072 0.5737
H7 -0.6138 1.0718 1.1381

Gap between HOMO and LUMO (spin up / spin down): 0.2281 / 0.2413 Ha
Spin multiplicity: 1
HOMO (spin up / spin down): -6.557 / -7.134 eV

***

Which structure wins on stability? one) wins.

***

one) The following is a DFT calculation (ωB97M-V with the def2-TZVPD basis set) of a 2-piece molecular cluster, C5H11O2 overall.

CARTESIAN COORDINATES (ANGSTROEM)
C1 2.5213 -0.9174 1.3989
C2 1.8166 -1.7169 0.1637
H1 2.8286 -1.6136 2.2254
H2 3.3102 -0.3152 0.8763
H3 1.6843 -0.3142 1.6501
H4 2.5588 -2.4811 -0.1764
H5 1.7658 -1.0170 -0.6152
H6 0.8985 -2.1415 0.4129
C3 -1.2346 1.3014 -0.2945
C4 -2.5548 0.6746 0.1353
C5 -1.1846 1.2560 -1.7977
O1 -2.2450 1.4982 -2.3474
O2 -0.0811 0.9910 -2.3060
H7 -0.9964 2.3983 -0.2937
H8 -0.3894 0.7344 0.2381
H9 -2.7593 0.8999 1.0761
H10 -2.5378 -0.4395 0.0165
H11 -3.4011 1.2026 -0.3625

Gap between HOMO and LUMO (spin up / spin down): 0.4157 / 0.2626 Ha
Spin multiplicity: 2
HOMO (spin up / spin down): -10.530 / -10.396 eV

***

two) The following is a DFT calculation (ωB97M-V with the def2-TZVPD basis set) of a 2-piece molecular cluster, C5H11O2 overall.

CARTESIAN COORDINATES (ANGSTROEM)
C1 -0.8779 -0.5413 -0.5114
O1 -2.1615 -0.7932 -0.9768
C2 -0.7551 0.7743 0.2930
C3 0.2835 0.7133 1.4681
C4 1.6824 0.4026 1.0240
C5 2.6181 1.3168 0.7884
H1 -0.1891 -0.6014 -1.3738
H2 -0.3490 -1.2499 0.1335
H3 -0.3608 1.4900 -0.3976
H4 -1.6759 1.2055 0.7295
H5 0.0008 0.0655 2.3398
H6 0.2582 1.7010 1.9252
H7 1.9011 -0.6031 0.6946
H8 2.6495 2.3200 1.2397
H9 3.5058 1.1732 0.1822
H10 -2.4537 -3.2180 -2.5699
H11 -2.0199 -1.7517 -2.1054
O2 -2.0565 -2.4037 -2.8830

Gap between HOMO and LUMO (spin up / spin down): 0.3995 / 0.2737 Ha
Spin multiplicity: 2
HOMO (spin up / spin down): -9.987 / -9.962 eV

***

Which structure wins on stability? one) wins.

***

one) The following is a DFT calculation (ωB97M-V with the def2-TZVPD basis set) of one molecule with the formula C2H2O2.

CARTESIAN COORDINATES (ANGSTROEM)
C1 -0.0080 -0.0282 -0.4569
C2 0.1194 0.2787 1.3692
O1 0.9830 0.5180 0.4086
O2 -0.9085 -0.0735 0.5640
H1 -0.3203 0.4077 -1.2904
H2 0.1343 -1.1026 -0.5945

Gap between HOMO and LUMO: 0.3918 Ha
Spin multiplicity: 1
HOMO: -9.864 eV

***

two) The following is a DFT calculation (ωB97M-V with the def2-TZVPD basis set) of C2H2O2 as an isolated structure.

CARTESIAN COORDINATES (ANGSTROEM)
C1 -1.1179 -1.4250 0.1772
C2 0.8074 -0.6672 -0.0066
O1 -0.0716 1.6594 -0.1234
O2 1.1480 0.4260 -0.0654
H1 -0.9720 -2.2698 -0.4758
H2 0.2061 2.2765 0.4941

Gap between HOMO and LUMO (spin up / spin down): 0.2245 / 0.2257 Ha
Spin multiplicity: 1
HOMO (spin up / spin down): -8.640 / -8.539 eV

***

three) The following is a DFT calculation (ωB97M-V with the def2-TZVPD basis set) of one molecule with the formula C2H2O2.

CARTESIAN COORDINATES (ANGSTROEM)
C1 0.6791 0.5704 -0.0229
C2 0.1151 -0.6296 -0.0994
O1 1.9697 0.6790 -0.0178
O2 2.4647 -0.6604 0.0232
H1 0.1111 1.5062 -0.0466
H2 -0.4571 -1.5024 0.0565

Gap between HOMO and LUMO (spin up / spin down): 0.3118 / 0.2724 Ha
Spin multiplicity: 1
HOMO (spin up / spin down): -9.635 / -9.440 eV

***

Which structure wins on stability? one) wins.

***

one) The following is a DFT calculation (ωB97M-V with the def2-TZVPD basis set) of one molecule with the formula C4H4S2.

CARTESIAN COORDINATES (ANGSTROEM)
C1 1.5083 -0.3821 -0.1809
C2 0.1186 -0.2923 0.0800
C3 -0.6098 0.8247 0.3547
C4 -1.9063 0.3879 0.2695
S1 -3.4237 0.6984 0.0645
S2 -0.9813 -1.6475 0.2514
H1 1.5960 -0.2085 -1.2392
H2 1.8412 -1.3783 -0.1443
H3 2.0779 0.2127 0.3542
H4 -0.2210 1.7850 0.1902

SMILES: CC1=CC(=S)S1
Gap between HOMO and LUMO: 0.2918 Ha
Spin multiplicity: 1
HOMO: -8.507 eV

***

two) The following is a DFT calculation (ωB97M-V with the def2-TZVPD basis set) of one molecule with the formula C4H4S2.

CARTESIAN COORDINATES (ANGSTROEM)
S1 2.7079 1.1837 -0.8508
C1 1.1873 0.6354 -0.5936
C2 0.8950 -0.6330 0.0033
C3 -0.3803 -0.7855 0.5923
C4 -1.4032 0.2783 0.0922
S2 -0.3627 1.5062 -1.0071
H1 1.8256 -1.1713 0.0047
H2 -0.4896 -1.5776 1.3203
H3 -1.7866 0.8637 0.8975
H4 -2.1933 -0.2998 -0.4588

SMILES: S=C1C=CCS1
Gap between HOMO and LUMO: 0.2944 Ha
Spin multiplicity: 1
HOMO: -8.705 eV

***

three) The following is a DFT calculation (ωB97M-V with the def2-TZVPD basis set) of one molecule with the formula C4H4S2.

CARTESIAN COORDINATES (ANGSTROEM)
C1 0.5785 -1.7576 0.0066
C2 0.2578 0.7542 -1.1169
C3 -0.0007 -0.7105 0.8633
C4 -0.4866 0.5107 0.1422
S1 1.0860 -0.9798 -1.3967
S2 0.3083 1.9483 -2.2185
H1 -0.7302 -1.0083 1.6272
H2 1.0153 -0.5901 1.3587
H3 -0.4453 1.3362 0.8418
H4 -1.5832 0.4968 -0.1077

Gap between HOMO and LUMO: 0.2824 Ha
Spin multiplicity: 1
HOMO: -8.547 eV

***

Which structure wins on stability? two) wins.